Formula: C8H11BrO2
Source: the OMol25 dataset
Level of theory: ωB97M-V with the def2-TZVPD basis set

Properties
E_HOMO, eV: -8.99
SMILES: CCC(=O)[C@]1(O)CCC=C1Br
Gap between HOMO and LUMO, eV: 9.617
Relative energy (zero: lowest compared OMol25 entry of this formula, charge and spin), eV: 0.122

```
22
Properties=species:S:1:pos:R:3:forces:R:3
C 0.3834 -0.1693 -3.2711 -0.12 -2.79 4.32
C 1.0368 -0.0871 -1.8451 0.89 2.23 -1.05
C 0.0567 -0.2738 -0.7484 -0.58 -1.27 0.43
O -0.9773 -0.8909 -0.9085 0.15 0.65 0.07
C 0.4607 0.1578 0.7056 -2.56 -2.77 -0.87
O 1.8171 0.1804 0.7521 1.44 0.91 0.36
C -0.1590 -0.9437 1.6496 1.72 -1.63 0.94
C -1.5132 -0.3610 2.0832 -1.60 -2.93 -0.61
C -1.2960 1.0931 2.0170 -1.94 0.90 -1.00
C -0.3826 1.3271 1.0683 1.18 1.97 1.78
Br 0.3214 3.0327 0.5655 -0.44 -0.19 -0.04
H -0.0889 -1.1541 -3.0941 -1.08 0.81 -1.06
H 1.0491 -0.3446 -4.0067 2.73 -0.42 -2.27
H -0.1564 0.6739 -3.5482 -1.62 1.14 -0.03
H 1.4115 0.9753 -1.7010 0.41 -1.39 0.03
H 1.8299 -0.8741 -1.6656 -0.54 1.14 -0.33
H 2.0840 0.5489 1.6029 0.17 -0.01 -0.03
H 0.5061 -1.1540 2.5113 0.00 1.11 0.02
H -0.0250 -1.9925 1.2236 -1.24 1.41 -0.14
H -2.1280 -0.7591 2.9618 1.57 0.51 -0.72
H -2.1169 -0.7346 1.2060 -0.13 0.96 0.80
H -2.1136 1.7495 2.4420 1.57 -0.34 -0.59
```
Forces are in eV/Å.

=====

Formula: C8H11ClNOP
Source: the OMol25 dataset
Level of theory: ωB97M-V with the def2-TZVPD basis set

Properties
E_HOMO, eV: -8.50
SMILES: CN(C)P(Cl)Oc1ccccc1
Gap between HOMO and LUMO, eV: 9.313
Relative energy (zero: lowest compared OMol25 entry of this formula, charge and spin), eV: 1.498

```
23
Properties=species:S:1:pos:R:3:forces:R:3
C -3.8639 0.4816 -0.0515 1.43 1.28 2.55
N -2.5388 -0.1852 0.0542 -0.42 1.06 -0.22
C -2.5930 -1.6400 0.0953 -0.84 0.76 2.45
P -1.2243 0.6984 -0.5834 0.98 -3.07 1.07
Cl -1.2682 2.3007 0.6754 0.14 0.44 0.46
O 0.0333 -0.4729 0.1919 -1.76 2.14 -1.14
C 1.3445 -0.1198 0.0117 -0.25 -0.30 -0.15
C 2.3102 -1.0004 0.5426 -3.40 -0.71 1.17
C 3.5600 -0.5020 0.7035 1.14 -1.28 0.05
C 3.9788 0.6064 -0.0649 3.43 -1.31 0.36
C 3.1134 1.2989 -0.8258 -0.72 -0.14 0.28
C 1.7506 1.0168 -0.6147 -0.23 2.42 -1.46
H -4.5667 -0.2607 0.2494 -0.76 -0.33 0.10
H -3.9112 1.3579 0.7142 -0.05 -1.47 -1.35
H -4.0942 0.8662 -1.0160 -0.18 0.24 -0.99
H -2.8469 -2.0837 1.1582 0.15 1.00 -2.10
H -3.2068 -1.9825 -0.6935 -1.12 -0.73 -0.53
H -1.6396 -1.9287 -0.1340 2.44 -1.31 -0.35
H 1.7299 -1.9178 0.9716 2.05 1.41 -0.39
H 4.2489 -1.1052 1.3154 0.00 0.56 -0.51
H 5.1129 0.7180 -0.1877 -1.80 0.19 0.38
H 3.4807 2.0073 -1.5535 -0.31 0.36 0.18
H 1.0904 1.8467 -0.9583 0.08 -1.18 0.12
```
Forces are in eV/Å.

=====

Formula: C8H11ClSi
Source: the OMol25 dataset
Level of theory: ωB97M-V with the def2-TZVPD basis set

Properties
E_HOMO, eV: -8.27
SMILES: C=C[Si@](C)(Cl)C1C=CC=C1
Gap between HOMO and LUMO, eV: 9.066
Relative energy (zero: lowest compared OMol25 entry of this formula, charge and spin), eV: 0.980

```
21
Properties=species:S:1:pos:R:3:forces:R:3
C -2.5726 -1.7933 -1.5893 2.25 0.78 -1.25
C -1.2891 -1.3765 -1.4569 -2.44 1.21 2.45
Si -0.9306 -0.2037 -0.0120 2.88 -0.31 -1.62
C -0.4101 -1.0284 1.5719 -0.32 0.29 1.91
Cl -2.5719 0.9500 0.2287 -0.56 0.37 0.40
C 0.5995 0.9837 -0.7419 -0.17 -2.34 1.38
C 1.7970 0.1892 -0.4406 1.83 -1.53 0.15
C 2.4823 0.7677 0.5846 -0.38 -0.70 0.95
C 1.7785 1.9891 0.9984 0.80 0.10 0.22
C 0.7290 2.1188 0.1120 -0.21 2.85 1.14
H -2.6423 -2.4510 -2.4553 -1.23 -0.10 0.33
H -3.3835 -1.2660 -1.0692 0.17 -0.94 -0.17
H -0.5224 -1.6428 -2.1175 0.98 -0.85 -0.81
H -0.2215 -0.1788 2.2856 0.08 -0.62 -0.55
H -1.3407 -1.4499 1.9749 -0.16 0.02 -0.08
H 0.3383 -1.8297 1.8290 -0.42 1.01 -1.21
H 0.3317 1.1305 -1.7363 -0.51 0.34 -1.80
H 2.2175 -0.7837 -0.8282 -1.21 1.12 0.01
H 3.3022 0.2303 1.1317 -0.73 0.96 -0.66
H 2.1903 2.6196 1.8699 -1.16 -0.73 -1.78
H 0.1183 3.0250 -0.1395 0.49 -0.92 0.97
```
Forces are in eV/Å.

=====

Formula: C8H11F2N4O11S2V
Source: the OMol25 dataset
Level of theory: ωB97M-V with the def2-TZVPD basis set

Properties
E_HOMO (alpha / beta), eV: -5.94 / -5.93
Multiplicity: 2
Net charge: -1
Gap between HOMO and LUMO (alpha / beta), eV: 6.999 / 7.143
Relative energy (zero: lowest compared OMol25 entry of this formula, charge and spin), eV: 2.087
⟨S²⟩: 0.795

```
39
Properties=species:S:1:pos:R:3:forces:R:3
O 6.2651 -19.0233 -12.4031 -1.62 0.22 2.85
V 5.4256 -19.0700 -11.0382 1.12 -3.89 -3.27
N 6.4394 -17.5240 -10.0631 -5.41 3.61 0.40
S 5.8889 -16.1836 -9.0660 -6.25 1.12 4.16
O 5.9803 -14.7890 -9.4829 0.72 -2.87 0.08
O 5.8504 -16.4912 -7.5914 1.34 0.84 -4.16
F 4.3423 -16.5313 -9.3524 0.48 0.35 -0.63
S 7.8302 -17.2580 -9.6508 12.73 -5.58 1.94
O 8.1602 -17.9891 -8.3822 -0.79 3.08 -2.99
O 8.5261 -16.0330 -10.0293 -2.01 -1.00 1.04
F 8.4995 -18.2992 -10.7383 -0.55 0.87 0.54
O 3.0004 -21.9075 -13.3834 -0.68 0.86 -0.76
C 3.5153 -21.6736 -12.1820 2.88 -1.98 4.04
O 3.9058 -20.4888 -11.9197 0.07 3.91 -0.79
O 3.7468 -22.5533 -11.3840 -1.05 -1.62 -0.15
H 3.0743 -20.9778 -13.6111 -0.41 0.45 -1.65
O 6.0212 -22.8698 -9.2907 -0.44 -0.44 -0.82
C 6.6553 -21.7197 -9.2079 -0.64 5.17 -4.04
O 6.5645 -20.8272 -10.1467 -1.17 0.90 -1.02
O 7.2731 -21.5154 -8.1916 1.58 0.21 2.56
H 6.4212 -22.8620 -8.4181 -0.51 -3.58 2.51
C 3.8052 -19.2327 -6.5039 -0.35 -0.33 -1.04
C 4.0047 -19.2616 -7.9650 -0.16 -0.10 0.42
N 4.0955 -19.2401 -9.1054 0.42 0.09 -0.16
H 2.7262 -19.2231 -6.3497 -0.03 0.36 0.10
H 4.2863 -18.3255 -6.1384 0.04 -0.28 0.28
H 4.1345 -20.1773 -6.0709 0.50 0.30 0.05
C 8.6998 -16.8143 -14.0632 1.04 1.32 0.14
C 10.1485 -16.3116 -13.9966 -2.89 -1.24 0.19
N 11.2289 -15.9638 -13.8884 0.90 0.36 -0.10
H 8.0721 -16.2346 -13.3863 0.38 0.01 0.45
H 8.5827 -17.8615 -13.7841 0.26 0.09 -0.31
H 8.2732 -16.5326 -15.0258 0.28 -0.59 -0.26
C 1.7094 -17.6580 -13.2842 1.06 1.15 0.24
C 3.0544 -17.4233 -12.6291 -1.06 -0.88 -0.19
N 4.0326 -17.3176 -12.0342 -0.33 -0.55 -0.13
H 1.7481 -17.3938 -14.3410 0.28 -0.21 -0.01
H 1.0346 -16.9214 -12.8480 -0.15 -0.23 0.20
H 1.3243 -18.6711 -13.1684 0.41 0.07 0.28
```
Forces are in eV/Å.